{"formula": "C32H26Cl3IrN6O3SSe2", "method": "ωB97M-V/def2-TZVPD", "elements": ["Ir", "Se", "Se", "C", "C", "C", "C", "C", "N", "C", "C", "C", "C", "C", "N", "H", "H", "H", "H", "H", "H", "H", "H", "O", "N", "N", "O", "C", "C", "C", "C", "C", "C", "H", "H", "H", "H", "H", "Cl", "C", "C", "C", "C", "C", "C", "N", "C", "C", "N", "C", "O", "C", "C", "C", "Cl", "S", "C", "C", "C", "Cl", "C", "H", "H", "H", "H", "H", "H", "H", "H", "H", "H", "H", "H", "H"], "xyz": [[-0.701, 1.230, 2.126], [-3.336, 1.731, 1.580], [-2.993, 0.425, 3.792], [-2.212, -1.039, 2.869], [-2.843, -2.267, 2.819], [-2.197, -3.327, 2.192], [-0.921, -3.134, 1.699], [-0.359, -1.869, 1.769], [-1.000, -0.829, 2.301], [-2.442, 3.363, 2.021], [-3.124, 4.540, 2.256], [-2.401, 5.640, 2.704], [-1.029, 5.519, 2.864], [-0.419, 4.310, 2.571], [-1.118, 3.253, 2.157], [-3.828, -2.374, 3.250], [-2.688, -4.288, 2.103], [-0.351, -3.943, 1.265], [0.653, -1.693, 1.429], [-4.199, 4.562, 2.136], [-2.909, 6.562, 2.954], [-0.432, 6.341, 3.232], [0.651, 4.184, 2.676], [-0.316, 1.418, 4.144], [0.904, 1.329, 4.547], [1.741, 1.135, 3.650], [1.408, 1.007, 2.364], [3.151, 1.083, 3.987], [3.546, 1.089, 5.318], [4.898, 1.071, 5.606], [5.836, 1.050, 4.581], [5.422, 1.030, 3.259], [4.070, 1.046, 2.952], [2.807, 1.108, 6.105], [5.221, 1.070, 6.638], [6.891, 1.048, 4.817], [6.153, 1.000, 2.463], [3.729, 1.040, 1.928], [-4.378, -4.374, -1.178], [-2.904, -3.595, -1.619], [-2.929, -2.380, -2.285], [-1.734, -1.774, -2.637], [-0.502, -2.336, -2.312], [0.820, -1.716, -2.722], [0.765, -0.204, -2.998], [0.110, 0.556, -1.932], [-0.672, 1.667, -2.113], [-1.095, 2.049, -0.882], [-0.581, 1.176, 0.053], [0.149, 0.297, -0.622], [1.424, -2.369, -3.815], [0.634, -2.616, -4.980], [0.479, -1.429, -5.890], [1.522, -0.719, -6.409], [3.185, -0.958, -6.088], [1.007, 0.525, -7.474], [-0.631, 0.108, -7.232], [-0.769, -0.939, -6.377], [-0.511, -3.558, -1.640], [0.975, -4.336, -1.198], [-1.696, -4.193, -1.303], [-3.875, -1.921, -2.538], [-1.778, -0.841, -3.187], [1.540, -1.887, -1.917], [0.235, -0.014, -3.929], [1.789, 0.144, -3.128], [-0.859, 2.097, -3.082], [-1.712, 2.892, -0.627], [0.723, -0.501, -0.190], [-0.354, -2.999, -4.712], [1.172, -3.404, -5.505], [-1.410, 0.659, -7.733], [-1.726, -1.368, -6.112], [-1.676, -5.157, -0.811]], "forces_ev_per_angstrom": [[2.12, -0.39, -0.70], [0.85, -1.05, 1.58], [-1.28, 0.66, -1.12], [0.29, -0.37, -0.12], [-0.03, 0.11, 0.02], [0.04, -0.02, 0.04], [-0.03, -0.03, 0.14], [0.23, 0.01, 0.09], [-0.15, 0.14, 0.14], [-0.40, 0.61, 0.25], [-0.01, -0.10, 0.03], [0.07, -0.03, -0.01], [-0.14, 0.00, -0.03], [0.27, 0.03, -0.08], [0.42, 0.09, 0.14], [0.00, -0.03, -0.02], [0.02, -0.01, 0.05], [0.01, 0.03, -0.03], [-0.03, 0.06, -0.06], [0.00, 0.08, 0.02], [0.01, 0.02, -0.06], [0.01, 0.01, -0.04], [-0.01, -0.10, 0.01], [-0.99, -0.05, 0.35], [-0.10, 0.13, -0.05], [0.46, -0.03, 0.09], [-1.53, 0.29, -0.63], [0.26, -0.05, -0.15], [-0.22, -0.01, 0.04], [0.01, 0.00, -0.04], [0.02, -0.02, 0.02], [0.00, -0.01, 0.05], [-0.13, 0.01, -0.15], [0.04, 0.00, 0.04], [-0.01, 0.02, 0.00], [0.00, -0.02, 0.00], [-0.02, 0.02, -0.02], [0.04, 0.00, -0.01], [-0.01, 0.00, 0.04], [0.13, 0.09, -0.02], [-0.09, 0.07, -0.05], [-0.03, -0.04, 0.08], [0.12, -0.03, -0.04], [-0.05, 0.06, -0.02], [0.10, -0.20, -0.15], [0.07, 0.13, 0.02], [-0.03, 0.00, 0.01], [-0.08, 0.06, 0.08], [-0.04, -0.12, 0.18], [0.02, 0.06, -0.03], [-0.03, -0.03, 0.09], [0.04, 0.06, -0.14], [0.05, -0.13, 0.03], [-0.13, 0.14, -0.08], [0.05, -0.02, -0.05], [0.09, -0.01, 0.09], [-0.08, 0.12, -0.01], [-0.01, -0.03, 0.09], [-0.14, 0.07, -0.09], [0.01, 0.00, 0.04], [0.00, -0.16, 0.03], [0.00, -0.03, -0.02], [0.03, -0.01, 0.00], [-0.06, 0.03, 0.07], [-0.09, 0.12, 0.08], [-0.01, 0.05, -0.01], [0.04, -0.06, -0.03], [0.01, 0.00, 0.04], [0.00, -0.01, -0.04], [0.02, -0.05, 0.01], [0.00, -0.04, 0.06], [0.02, -0.03, -0.05], [0.02, -0.02, 0.00], [0.01, 0.01, 0.00]], "lowdin_charge": [1.236, 0.873, 0.904, -0.666, -0.054, 0.000, -0.017, -0.083, -0.120, -0.659, -0.049, 0.003, 0.005, -0.059, -0.143, 0.120, 0.132, 0.094, 0.120, 0.123, 0.134, 0.130, 0.135, -0.341, 0.045, -0.179, -0.190, -0.167, -0.011, -0.048, -0.051, -0.052, -0.014, 0.115, 0.119, 0.118, 0.116, 0.110, 0.723, -0.665, -0.076, -0.019, -0.204, -0.312, -0.033, -0.034, -0.009, -0.122, -0.119, -0.110, -0.103, -0.129, -0.349, -0.979, 0.703, 1.032, -0.403, -0.155, -0.585, 0.785, -0.139, 0.115, 0.118, 0.124, 0.121, 0.152, 0.145, 0.096, 0.126, 0.127, 0.145, 0.074, 0.115, 0.116], "homo_ev": -12.5726, "relative_energy_kcal_mol": 20.6, "charge": 2, "total_energy_ha": -8474.6331, "orbital_gap_ev": 4.96}

{"formula": "C32H26Cl3N7OPdS6", "method": "ωB97M-V/def2-TZVPD", "elements": ["Pd", "C", "S", "C", "S", "N", "N", "C", "C", "C", "C", "C", "C", "N", "H", "H", "H", "H", "H", "H", "H", "H", "Cl", "C", "C", "C", "C", "C", "C", "N", "C", "C", "N", "C", "O", "C", "C", "C", "Cl", "S", "C", "C", "C", "Cl", "C", "H", "H", "H", "H", "H", "H", "H", "H", "H", "H", "H", "H", "H", "S", "C", "S", "C", "N", "N", "C", "C", "C", "C", "C", "C", "S", "H", "H", "H", "H", "H"], "xyz": [[0.466, 1.539, 1.500], [-3.851, 4.530, 1.083], [-2.265, 5.407, 0.993], [-1.159, 4.075, 1.352], [-0.843, 2.855, 0.096], [-0.632, 4.030, 2.536], [0.196, 3.013, 2.756], [0.651, 2.739, 4.071], [1.369, 1.618, 4.240], [1.887, 1.112, 5.507], [2.620, -0.020, 5.549], [2.913, -0.751, 4.332], [2.376, -0.272, 3.163], [1.626, 0.835, 3.061], [-4.652, 5.228, 0.815], [-4.006, 4.155, 2.097], [-3.832, 3.696, 0.378], [0.400, 3.424, 4.869], [1.641, 1.657, 6.413], [2.985, -0.391, 6.503], [3.528, -1.643, 4.332], [2.542, -0.804, 2.231], [0.953, -6.355, -0.280], [-0.356, -5.206, -0.373], [-0.217, -4.065, -1.125], [-1.275, -3.173, -1.194], [-2.470, -3.383, -0.511], [-3.635, -2.420, -0.669], [-4.030, -1.653, 0.597], [-2.965, -1.140, 1.432], [-2.108, -1.859, 2.261], [-1.421, -0.922, 2.975], [-1.818, 0.349, 2.609], [-2.745, 0.178, 1.718], [-3.521, -1.630, -1.839], [-2.800, -0.386, -1.883], [-2.884, 0.031, -3.329], [-2.042, 0.882, -3.974], [-0.679, 1.674, -3.343], [-2.487, 1.133, -5.612], [-3.823, 0.080, -5.465], [-3.916, -0.431, -4.213], [-2.571, -4.559, 0.216], [-4.051, -4.999, 1.043], [-1.537, -5.474, 0.298], [0.708, -3.866, -1.653], [-1.163, -2.284, -1.804], [-4.507, -3.034, -0.898], [-4.653, -2.300, 1.205], [-4.646, -0.815, 0.272], [-2.047, -2.937, 2.247], [-0.643, -1.071, 3.709], [-3.281, 0.979, 1.222], [-1.768, -0.467, -1.541], [-3.276, 0.370, -1.253], [-4.459, -0.114, -6.319], [-4.680, -1.131, -3.898], [-1.656, -6.384, 0.869], [4.883, -2.060, -3.371], [3.834, -1.190, -2.389], [2.452, -1.928, -1.669], [2.010, -0.450, -0.822], [2.848, 0.506, -1.076], [3.859, 0.084, -1.957], [4.803, 1.124, -2.271], [4.902, 2.189, -1.375], [5.784, 3.228, -1.630], [6.574, 3.223, -2.772], [6.457, 2.170, -3.667], [5.572, 1.121, -3.428], [0.599, -0.412, 0.142], [4.276, 2.195, -0.494], [5.848, 4.049, -0.926], [7.266, 4.034, -2.966], [7.056, 2.154, -4.570], [5.483, 0.312, -4.134]], "forces_ev_per_angstrom": [[0.58, 0.38, -0.43], [0.05, 0.00, 0.01], [0.10, -0.05, 0.00], [0.00, 0.05, 0.01], [0.03, -0.08, 0.32], [0.10, -0.34, 0.07], [-0.03, 0.09, 0.46], [-0.47, 0.60, -0.73], [0.53, -0.75, -0.17], [-0.09, 0.12, -0.28], [0.14, -0.25, -0.34], [-0.01, 0.17, 0.40], [-0.16, 0.31, 0.05], [-0.32, -0.13, 0.47], [0.11, -0.09, 0.02], [-0.04, 0.00, -0.07], [-0.07, 0.04, 0.04], [-0.05, 0.03, -0.06], [0.03, 0.00, -0.03], [0.00, 0.01, -0.03], [-0.07, 0.05, 0.01], [-0.06, 0.01, -0.02], [-0.08, 0.06, 0.01], [-0.11, -0.32, 0.22], [0.10, 0.25, -0.24], [0.03, 0.15, -0.04], [0.04, 0.19, -0.29], [0.12, 0.03, -0.14], [0.32, 0.14, 0.11], [0.09, -0.07, -0.03], [-0.16, 0.13, -0.06], [-0.01, 0.16, -0.13], [-0.29, -0.42, 0.60], [-0.03, 0.05, -0.17], [0.13, 0.04, 0.09], [-0.26, -0.15, -0.13], [-0.16, -0.11, -0.01], [-0.11, -0.10, -0.01], [0.23, 0.07, 0.23], [0.13, 0.15, -0.19], [-0.13, -0.06, -0.14], [-0.06, -0.06, 0.20], [0.02, -0.27, 0.03], [-0.04, 0.11, -0.02], [0.12, -0.10, 0.06], [-0.18, -0.07, 0.06], [0.03, -0.19, 0.11], [-0.11, -0.12, 0.01], [-0.15, -0.15, 0.06], [-0.03, 0.10, 0.07], [-0.06, 0.20, -0.01], [0.00, 0.01, -0.11], [0.09, -0.10, -0.04], [0.09, 0.01, 0.05], [-0.06, 0.03, 0.10], [0.06, 0.01, 0.15], [0.11, 0.09, -0.04], [0.01, 0.02, 0.01], [-0.05, 0.12, 0.04], [0.12, 0.12, 0.05], [-0.14, -0.21, 0.08], [0.10, 0.18, -0.23], [0.15, -0.15, -0.18], [0.02, 0.56, 0.06], [-0.17, -0.16, 0.17], [0.07, 0.03, 0.07], [-0.02, -0.04, 0.02], [-0.05, -0.08, -0.04], [-0.09, -0.08, 0.04], [0.06, 0.03, -0.08], [0.05, -0.11, -0.08], [0.01, 0.03, -0.03], [-0.02, -0.05, -0.01], [-0.02, -0.01, 0.00], [-0.03, -0.01, 0.01], [0.01, -0.01, 0.03]], "lowdin_charge": [0.489, -0.458, 0.692, -1.159, 0.382, -0.114, -0.268, -0.162, -0.327, -0.099, -0.163, -0.157, -0.237, -0.088, 0.009, 0.025, 0.000, 0.084, 0.085, 0.073, 0.055, 0.068, 0.652, -0.651, -0.104, -0.004, -0.173, -0.275, -0.090, -0.064, -0.076, -0.156, 0.055, -0.209, -0.125, -0.136, -0.286, -0.987, 0.683, 0.966, -0.441, -0.143, -0.595, 0.697, -0.143, 0.048, 0.105, 0.137, 0.097, 0.133, 0.100, 0.099, 0.112, 0.070, 0.124, 0.056, 0.109, 0.098, 0.491, -1.104, 0.954, -1.066, 0.017, -0.136, -0.177, -0.010, -0.087, -0.116, -0.101, -0.053, 0.543, 0.110, 0.100, 0.090, 0.093, 0.039], "homo_ev": 0.3276, "relative_energy_kcal_mol": 8.4, "charge": -2, "total_energy_ha": -5591.1759, "orbital_gap_ev": 3.21}